Entry from the Open Molecules 2025 dataset: the molecule C4H5NOS in a non-equilibrium geometry (the ωB97M-V functional and the def2-TZVPD basis).

XYZ file:
```
12
Properties=species:S:1:pos:R:3:lowdin_charge:R:1
C 2.05 -0.42 -0.02 -0.19
C 1.44 0.80 -0.05 -0.05
C 0.01 1.20 0.00 -0.43
C -1.27 0.41 0.26 -0.57
H 0.47 -1.75 -0.39 -0.01
H 2.10 -2.61 0.42 0.20
H 3.07 -0.58 0.15 0.08
H 2.23 1.54 -0.07 0.10
H -2.16 0.97 0.68 0.07
N 1.45 -1.68 0.04 -0.01
O -0.22 2.41 -0.08 0.03
S -1.72 -1.06 -0.09 0.77
```

Its HOMO-LUMO gap is 7.594 eV. The total energy comes out at -18599.08711 eV. Its SMILES is N/C=C\C(=O)C=S. As for the spin multiplicity: 1. The calculation puts the lowest unoccupied orbital energy at -1.1 eV. The value obtained for the HOMO energy is -8.7 eV.